{
  "formula": "C21H13Cl5N2NiO5S",
  "method": "the ωB97M-V functional and the def2-TZVPD basis",
  "elements": ["C", "C", "Cl", "H", "N", "C", "C", "H", "H", "H", "N", "H", "C", "C", "C", "H", "C", "C", "H", "C", "O", "Cl", "C", "C", "O", "Cl", "H", "H", "C", "Cl", "S", "C", "H", "H", "H", "C", "C", "Cl", "C", "C", "Ni", "C", "O", "H", "O", "C", "C", "O"],
  "positions_angstrom": [[1.66675, -2.25265, -0.69488], [2.00825, -3.40607, -1.40629], [2.47867, -1.93246, 0.82888], [-4.86702, -4.15151, 2.10936], [-0.13948, 0.75508, 1.39969], [0.71825, -1.35525, -1.12852], [0.37568, -2.81775, -3.07205], [-1.64481, 4.86119, -2.16684], [0.09878, 2.12877, 2.85959], [-2.10780, -0.70282, 4.32144], [-0.95569, 0.05781, 2.28646], [-3.65559, -2.11253, 5.67499], [-1.26332, 4.06990, -1.52170], [1.48275, 2.59939, -0.32556], [1.71215, 3.85484, 1.77102], [-0.30154, 3.70187, -1.87843], [0.11296, -1.67914, -2.33195], [1.35038, -3.69640, -2.59975], [-5.03588, -3.84345, 4.56210], [-4.36010, -3.22753, 3.97894], [-1.94455, 1.78937, -0.56211], [3.24428, -4.48625, -0.83207], [2.52563, 4.80509, 1.18213], [-2.72129, -1.46385, 3.85731], [-1.74564, -1.00433, 0.37297], [-1.05883, -0.49279, -2.86457], [3.47948, 5.37297, -0.66612], [1.45420, 3.94918, 2.82278], [2.34308, 3.58651, -0.89743], [-0.48254, -3.15545, -4.54472], [-2.43946, 2.74213, -1.58229], [-3.40052, -2.60379, 1.85987], [2.57991, 3.46857, -1.94892], [2.90329, 5.64613, 1.75027], [-1.18124, 4.41053, -0.49045], [-3.58411, -2.25504, 4.60210], [2.83822, 4.64703, -0.17486], [1.73890, -5.13101, -3.49658], [-1.70218, -0.79720, 1.62629], [-2.62084, -1.63359, 2.47780], [-0.43614, 0.32135, -0.56716], [0.34705, 1.84655, 1.83291], [-3.71822, 3.32518, -1.21508], [-3.31237, -2.71335, 0.78672], [-2.36212, 2.21675, -2.93698], [-4.26409, -3.39879, 2.60448], [1.19638, 2.75639, 1.07600], [1.03321, 1.65513, -1.06101]],
  "homo_lumo_gap_ev": [6.0, 6.0],
  "multiplicity": 3,
  "lumo_ev": [4.15, 4.15],
  "de_lowest_kcal_mol": 3.2,
  "total_charge": -2
}